Entry from OMol25: one molecule with the formula C5H11N3 (the ωB97M-V functional and the def2-TZVPD basis).

Geometry as XYZ:
```
19
Properties=species:S:1:pos:R:3:mulliken_charge:R:1
C 1.07 1.44 1.74 -1.2372
C -0.35 1.09 1.44 -0.3187
C -0.88 -0.02 0.87 0.3050
N -2.23 -0.24 0.72 -0.5325
C 0.00 -0.38 -0.32 0.8349
N 1.22 -0.94 -0.02 -0.4652
N -0.53 -0.27 -1.47 -0.5749
C 0.07 -0.92 -2.62 -1.0444
H 1.12 2.47 2.08 0.3439
H 1.51 0.80 2.52 0.2572
H 1.69 1.37 0.84 0.3498
H -1.05 1.74 1.95 0.2388
H -2.84 0.52 1.01 0.2004
H -2.48 -0.68 -0.15 0.2630
H 1.38 -1.22 0.93 0.2149
H 1.66 -1.50 -0.73 0.2283
H -0.65 -0.88 -3.44 0.2835
H 0.31 -1.97 -2.44 0.3280
H 0.98 -0.41 -2.93 0.3253
```

Output
- Spin multiplicity: 1
- SMILES: C/C=C(N)\C(N)=N\C
- Total charge: 0
- E_tot: -9832.377 eV

=====

Entry from OMol25: a 2-piece molecular cluster, C6H12O overall (the ωB97M-V functional and the def2-TZVPD basis).

Geometry as XYZ:
```
19
Properties=species:S:1:pos:R:3:mulliken_charge:R:1
C 1.51 1.72 -2.04 -0.9297
C 0.56 1.20 -1.27 0.8340
C -0.53 0.28 -1.76 -0.9840
O 0.53 1.49 0.06 -0.5693
H 1.54 1.50 -3.10 0.2450
H 2.27 2.37 -1.62 0.2784
H -0.46 -0.70 -1.27 0.1493
H -0.45 0.13 -2.84 0.3230
H -1.52 0.70 -1.54 0.3073
H -0.18 0.99 0.50 0.2925
C -1.62 -0.47 1.61 -0.6624
C -0.38 -0.71 2.05 -0.0532
C 0.57 -1.71 1.47 -0.9379
H -2.26 0.27 2.08 0.2855
H -2.04 -1.03 0.78 0.2590
H -0.01 -0.13 2.90 0.3057
H 0.85 -2.46 2.23 0.3590
H 0.14 -2.23 0.62 0.2508
H 1.49 -1.22 1.15 0.2471
```

Output
- Spin multiplicity: 1
- SMILES: C=C(C)O.C=CC
- Total charge: 0
- E_tot: -8462.860 eV

=====

Entry from OMol25: one molecule with the formula C6H12N2 (the ωB97M-V functional and the def2-TZVPD basis).

Geometry as XYZ:
```
20
Properties=species:S:1:pos:R:3:mulliken_charge:R:1
C 0.01 1.91 -0.56 -1.3894
C -0.04 0.47 0.01 0.1698
N 1.14 -0.36 -0.37 0.0307
C 2.38 -0.12 0.36 -1.0018
C 0.63 -1.70 -0.37 -0.4150
C -0.70 -1.69 -0.42 -0.3241
N -1.15 -0.34 -0.41 0.0365
C -2.33 -0.11 0.37 -0.9915
H 0.99 2.41 -0.40 0.3673
H -0.18 1.88 -1.65 0.3178
H -0.81 2.53 -0.08 0.3245
H -0.02 0.59 1.12 0.2085
H 2.76 0.92 0.23 0.2653
H 2.25 -0.41 1.42 0.3848
H 3.09 -0.80 -0.11 0.3477
H 1.35 -2.49 -0.46 0.3589
H -1.36 -2.60 -0.46 0.3277
H -3.11 -0.88 0.19 0.3417
H -2.09 -0.08 1.45 0.3605
H -2.81 0.86 0.14 0.2800
```

Output
- Spin multiplicity: 1
- SMILES: CC1N(C)C=CN1C
- Total charge: 0
- E_tot: -9395.512 eV

=====

Entry from OMol25: one molecule with the formula C4H5NO (the ωB97M-V functional and the def2-TZVPD basis).

Geometry as XYZ:
```
11
Properties=species:S:1:pos:R:3:mulliken_charge:R:1
N 2.92 -0.91 0.66 -0.4079
C 1.99 -0.34 0.29 0.3760
C 0.84 0.45 -0.18 -0.6544
C -0.39 -0.27 -0.71 -0.4870
C -1.58 -0.13 -0.13 -0.0136
O -1.72 0.17 1.19 -0.5245
H 0.55 1.14 0.62 0.3412
H 1.19 1.08 -1.00 0.2951
H -0.32 -0.74 -1.68 0.3380
H -2.53 -0.21 -0.65 0.3812
H -0.94 -0.24 1.58 0.3559
```

Output
- Spin multiplicity: 1
- SMILES: N#CC/C=C\O
- Total charge: 0
- E_tot: -7765.159 eV

=====

Entry from OMol25: one molecule with the formula C3H4F2IP (the ωB97M-V functional and the def2-TZVPD basis).

Geometry as XYZ:
```
11
Properties=species:S:1:pos:R:3:mulliken_charge:R:1
F -0.49 -1.10 -2.68 -0.1793
C 0.15 -0.69 -1.62 0.3719
F 1.40 -1.08 -1.49 -0.1961
C -0.67 -0.59 -0.04 -0.2838
I -2.58 0.13 -0.49 0.1221
C 0.31 -0.43 1.03 -0.5926
P 0.79 1.52 1.04 -0.0061
H 1.26 -0.87 0.73 0.2882
H 0.08 -0.59 2.08 0.3807
H -0.35 1.89 1.66 0.0293
H 0.09 1.80 -0.22 0.0659
```

Output
- Spin multiplicity: 1
- SMILES: FC(F)=C(I)CP
- Total charge: 0
- E_tot: -25995.354 eV

=====

Entry from OMol25: C12H24CuO15S3 as an isolated structure (the ωB97M-V functional and the def2-TZVPD basis).

Geometry as XYZ:
```
55
Properties=species:S:1:pos:R:3:mulliken_charge:R:1
Cu -4.22 -8.23 5.40 1.0527
S -0.35 -10.74 4.67 0.8881
O -1.67 -10.38 4.95 -0.5781
O 0.59 -10.07 5.56 -0.7853
O -0.20 -12.18 4.75 -0.7549
O 0.09 -10.09 3.44 -0.7590
S -6.46 -4.20 5.67 0.9535
O -6.27 -5.62 5.48 -0.6184
O -6.04 -3.64 6.91 -0.7625
O -5.75 -3.58 4.59 -0.7455
O -7.86 -3.88 5.68 -0.7983
S -0.95 -4.66 4.37 1.1877
O -1.19 -3.46 5.14 -0.6139
O 0.36 -5.27 4.30 -0.6360
O -1.85 -5.69 4.91 -0.4025
O -1.51 -4.35 3.05 -0.5516
C -2.83 -8.91 11.20 -0.6082
C -3.08 -7.41 11.04 -0.4952
C -2.81 -7.23 9.54 -0.5166
O -3.35 -8.47 8.93 -0.3918
C -2.92 -9.61 9.81 -0.4243
H -3.38 -9.40 12.00 0.3602
H -1.79 -9.06 11.49 0.2561
H -2.43 -6.86 11.72 0.2919
H -4.07 -7.14 11.41 0.2757
H -1.78 -7.11 9.21 0.2991
H -3.34 -6.32 9.24 0.3826
H -1.92 -10.02 9.68 0.2731
H -3.70 -10.36 9.84 0.2664
C -6.77 -7.00 0.64 -0.5103
C -5.39 -7.00 0.12 -0.4504
C -4.69 -8.12 0.94 -0.5911
O -5.54 -8.46 2.01 -0.3738
C -6.83 -8.15 1.59 -0.4287
H -7.27 -7.17 -0.32 0.1500
H -7.15 -6.03 0.97 0.3911
H -4.95 -6.03 0.37 0.1717
H -5.31 -7.05 -0.97 0.4135
H -3.75 -7.81 1.39 0.3976
H -4.48 -8.93 0.25 0.2074
H -7.52 -7.97 2.41 0.3239
H -7.10 -9.06 1.05 0.2774
C -8.30 -11.28 8.26 -0.5026
C -7.93 -12.54 7.43 -0.5014
C -7.51 -11.96 6.04 -0.5281
O -7.39 -10.50 6.29 -0.3644
C -8.37 -10.14 7.25 -0.5320
H -7.55 -11.12 9.03 0.2348
H -9.23 -11.37 8.81 0.2977
H -8.72 -13.29 7.34 0.3135
H -6.99 -12.98 7.75 0.2492
H -8.33 -12.06 5.33 0.2696
H -6.69 -12.59 5.68 0.3772
H -9.34 -10.07 6.76 0.2527
H -8.21 -9.15 7.69 0.4104
```

Output
- Spin multiplicity: 2
- Total charge: -4
- E_tot: -120674.391 eV

=====

Entry from OMol25: C19H29N2OYb as an isolated structure (the ωB97M-V functional and the def2-TZVPD basis).

Geometry as XYZ:
```
52
Properties=species:S:1:pos:R:3:mulliken_charge:R:1
C -1.61 -1.16 -1.26 -0.9303
H -2.44 -1.44 -0.59 0.6519
H -1.82 -0.70 -2.22 0.4800
H -1.64 -0.05 -0.64 0.1785
C -0.74 -2.51 -1.51 0.0672
H 0.33 -2.24 -1.57 0.0712
H -0.89 -3.16 -0.63 0.3491
C -1.01 -3.42 -2.80 -1.3480
H -0.31 -4.30 -2.78 0.3655
H -2.05 -3.82 -2.81 0.3703
H -0.82 -2.86 -3.74 0.3252
C 2.18 1.58 0.20 0.4361
C 2.47 0.55 -0.75 0.5058
C 1.48 0.60 -1.77 0.7706
C 0.54 1.62 -1.44 0.0543
C 0.98 2.25 -0.25 0.5551
C 0.23 3.26 0.52 -1.3751
C -0.48 2.15 -2.38 -1.3308
C 1.49 -0.18 -3.04 -1.2264
C 3.40 -0.59 -0.54 -1.4896
C 2.68 1.60 1.60 -1.1972
Yb 0.46 0.10 0.32 0.3293
H -1.32 2.62 -1.84 0.3883
H -0.09 2.92 -3.07 0.3501
H -0.91 1.36 -3.00 0.3132
H -0.79 3.43 0.13 0.3546
H 0.15 3.05 1.60 0.2821
H 0.77 4.21 0.43 0.4448
H 3.08 0.64 1.95 0.3583
H 3.53 2.30 1.61 0.3518
H 1.96 1.99 2.34 0.4303
H 3.25 -1.41 -1.26 0.3148
H 4.42 -0.23 -0.70 0.4484
H 3.39 -1.01 0.49 0.3767
H 0.47 -0.38 -3.43 0.2753
H 2.02 0.37 -3.85 0.3320
H 2.02 -1.14 -2.93 0.3136
N -2.08 -1.30 7.18 -0.3137
C -2.39 -2.00 5.99 0.4400
O -3.13 -2.95 6.06 -0.5553
C -1.78 -1.54 4.70 0.9343
C -0.91 -0.46 4.62 -0.7419
C -0.40 -0.08 3.35 -0.4100
N -0.78 -0.75 2.23 -0.4016
C -1.58 -1.84 2.29 -0.1418
C -2.13 -2.26 3.54 -0.8860
H -2.53 -1.63 7.99 0.2456
H -1.55 -0.47 7.24 0.1330
H -0.60 0.10 5.48 0.3051
H 0.33 0.71 3.24 0.4340
H -1.75 -2.38 1.38 0.4610
H -2.78 -3.09 3.54 0.5503
```

Output
- Spin multiplicity: 2
- Total charge: +2
- E_tot: -56714.322 eV

=====

Entry from OMol25: C31H30N8Tl as an isolated structure (the ωB97M-V functional and the def2-TZVPD basis).

Geometry as XYZ:
```
70
Properties=species:S:1:pos:R:3:mulliken_charge:R:1
Tl -0.50 0.21 0.39 2.5609
C 0.39 -2.31 -0.99 -0.6006
N 0.22 -0.91 -1.45 -0.2665
C 1.48 -0.35 -1.95 -0.8369
C 1.58 1.16 -1.81 0.7537
C 2.23 1.97 -2.73 -1.0062
C 2.47 3.29 -2.37 -0.3708
C 2.07 3.76 -1.12 -0.9381
C 1.39 2.90 -0.28 -0.0361
N 1.14 1.64 -0.65 0.0629
C -0.92 -0.73 -2.35 -1.1165
C -2.17 -1.14 -1.61 0.9641
C -3.24 -1.75 -2.25 -1.0887
C -4.38 -2.03 -1.52 -0.8561
C -4.42 -1.71 -0.17 -0.3649
C -3.31 -1.13 0.41 -0.3766
N -2.22 -0.84 -0.31 0.2169
C 1.24 -2.38 0.27 0.6637
C 2.23 -3.33 0.42 -0.9311
C 2.97 -3.35 1.60 -0.4544
C 2.68 -2.44 2.61 -0.9023
C 1.66 -1.53 2.41 -0.1665
N 0.97 -1.50 1.25 -0.1016
H 0.80 -2.95 -1.77 0.4948
H -0.60 -2.70 -0.73 0.3590
H 1.69 -0.66 -2.98 0.4049
H 2.27 -0.75 -1.31 0.2980
H 2.56 1.57 -3.67 0.4933
H 2.99 3.95 -3.06 0.4786
H 2.29 4.77 -0.80 0.4592
H 1.02 3.21 0.69 0.3911
H -0.82 -1.32 -3.27 0.6444
H -0.98 0.32 -2.64 0.3286
H -3.17 -2.00 -3.30 0.5965
H -5.23 -2.51 -2.00 0.4783
H -5.30 -1.92 0.44 0.5090
H -3.29 -0.88 1.47 0.3522
H 2.40 -4.04 -0.37 0.4994
H 3.77 -4.07 1.72 0.4669
H 3.23 -2.43 3.53 0.4508
H 1.38 -0.83 3.17 0.4461
C 0.28 3.16 4.47 -1.2292
C 0.02 2.22 3.40 0.4464
N -0.19 1.48 2.55 -0.4416
H 1.33 3.09 4.78 0.3930
H -0.36 2.94 5.33 0.3607
H 0.07 4.17 4.13 0.3447
C -3.95 3.29 -0.46 -1.1095
C -2.83 2.49 -0.47 -0.2622
N -2.40 1.89 0.65 0.2182
C -3.04 2.06 1.80 -0.4663
C -4.17 2.87 1.91 0.3251
C -4.62 3.50 0.74 -0.5154
C -4.84 3.10 3.20 -0.8178
C -4.83 2.29 4.25 -0.7024
C -4.23 0.93 4.27 0.1694
C -4.80 -0.11 3.54 0.2005
C -4.20 -1.35 3.66 -0.2643
N -3.12 -1.54 4.41 -0.5409
C -2.65 -0.50 5.08 -0.2882
N -3.17 0.73 5.04 -0.4597
H -4.29 3.76 -1.37 0.4684
H -2.26 2.33 -1.38 0.4596
H -2.62 1.57 2.66 0.7040
H -5.48 4.15 0.78 0.5582
H -5.35 4.05 3.29 0.4871
H -5.30 2.59 5.18 0.4889
H -5.68 0.05 2.93 0.4692
H -4.59 -2.23 3.14 0.5578
H -1.78 -0.66 5.71 0.4864
```

Output
- Spin multiplicity: 1
- Total charge: +3
- E_tot: -49222.888 eV

=====

Per-record largest force on an atom, eV/A: 3.80 0.36 2.10 1.11 6.73 7.32 4.19 3.09